Entry 1:
Molecular formula: C7H14O2
Method: DFT, the ωB97M-V functional and the def2-TZVPD basis

Structure (XYZ):
```
23
C7H14O2, DFT the ωB97M-V functional and the def2-TZVPD basis
C 0.295 -0.691 -0.839
C 1.010 0.268 -0.223
C -2.544 -0.147 0.140
C -1.390 1.383 1.443
C 0.255 -2.146 -0.463
C 1.758 0.033 1.057
C 1.271 1.587 -0.901
O -2.039 1.033 0.379
O -0.257 -0.381 -2.072
H -0.839 -1.097 -2.368
H -2.718 -0.839 0.946
H -3.010 -0.269 -0.819
H -1.428 0.784 2.340
H -0.999 2.381 1.453
H 0.921 -2.446 0.339
H -0.739 -2.449 -0.139
H 0.502 -2.777 -1.317
H 1.097 0.015 1.924
H 2.305 -0.907 1.062
H 2.508 0.791 1.269
H 0.785 2.404 -0.365
H 2.339 1.807 -0.922
H 0.916 1.663 -1.922
```

Properties
HOMO-LUMO gap (alpha / beta) = 0.29837 / 0.30505 Ha
energy above the lowest of the compared OMol25 structures with the same formula, charge and spin = 454.2 kJ/mol
E_HOMO (alpha / beta) = -7.342 / -7.437 eV
LUMO (alpha / beta) = 0.777 / 0.864 eV
electronic energy = -11576.601 eV
spin multiplicity = 1

---

Entry 2:
Molecular formula: C2H6AgO2
Method: DFT, the ωB97M-V functional and the def2-TZVPD basis

Structure (XYZ):
```
11
C2H6AgO2, DFT the ωB97M-V functional and the def2-TZVPD basis
C 2.079 0.303 -0.842
C 1.093 0.206 -1.975
O -0.227 0.232 -1.610
H 1.359 0.117 1.100
H 2.236 1.333 -0.494
H 2.605 -0.635 -0.627
H 1.324 -0.715 -2.566
H 1.320 1.045 -2.688
O 0.427 -0.128 1.735
H 0.515 0.377 2.547
Ag -1.343 -0.475 0.271
```

Properties
HOMO-LUMO gap (alpha / beta) = 0.25141 / 0.24613 Ha
energy above the lowest of the compared OMol25 structures with the same formula, charge and spin = 0.0 kJ/mol
E_HOMO (alpha / beta) = -7.686 / -7.643 eV
LUMO (alpha / beta) = -0.844 / -0.945 eV
electronic energy = -10260.625 eV
<S²> = 0.757
spin multiplicity = 2

---

Entry 3:
Molecular formula: C4H4S2
Method: DFT, the ωB97M-V functional and the def2-TZVPD basis

Structure (XYZ):
```
10
C4H4S2, DFT the ωB97M-V functional and the def2-TZVPD basis
C 1.725 0.233 -0.715
C -0.306 -1.487 -0.171
C -0.599 0.894 0.465
C -0.752 -0.532 0.620
S 1.136 1.545 -0.043
S -0.262 -2.653 -1.219
H 2.533 0.239 -1.528
H -0.846 1.327 1.498
H -1.162 1.206 -0.380
H -1.469 -0.773 1.474
```

Properties
HOMO-LUMO gap = 0.28457 Ha
energy above the lowest of the compared OMol25 structures with the same formula, charge and spin = 429.5 kJ/mol
E_HOMO = -7.972 eV
LUMO = -0.228 eV
electronic energy = -25878.271 eV
spin multiplicity = 1

---

> Look up the electronic energy of the third one.

-25878.271 eV